1.
{
  "formula": "C26H24N2O6",
  "method": "wB97M-V/def2-TZVPD",
  "orbital_gap_ev": 8.5,
  "smiles": "O=C(N[C@H](Cc1ccc2c(c1)OCO2)C(=O)N[C@H](Cc1ccccc1)C(=O)O)c1ccccc1",
  "de_lowest_ev": 0.000,
  "e_lumo_ev": 0.6,
  "symbols": ["H", "N", "C", "H", "C", "N", "C", "H", "C", "C", "H", "C", "C", "C", "C", "H", "C", "H", "O", "H", "H", "C", "C", "O", "H", "H", "H", "H", "O", "C", "H", "C", "C", "H", "C", "H", "C", "O", "C", "O", "C", "C", "C", "H", "H", "H", "H", "O", "H", "H", "H", "H", "H", "C", "C", "C", "C", "C"],
  "xyz": [[-3.02851, -1.47462, -0.21367], [0.20146, 2.35758, -1.77079], [2.47078, -0.51779, 2.02138], [1.79410, -3.08827, 3.21436], [-1.83528, -3.76145, 2.66320], [-1.89423, 0.22722, 0.25804], [-2.06529, -5.11896, 2.80268], [2.51591, 1.73919, -6.06876], [1.25542, -0.27709, 2.66149], [-0.97813, -2.02152, 0.04032], [2.37592, 1.95816, -0.21479], [-0.99000, 0.63109, -0.64628], [2.34318, 2.59717, -5.43558], [2.90684, 0.28297, 0.99612], [-2.80089, -2.93941, 2.09848], [0.97866, 1.55351, -4.17308], [0.84818, 1.55475, 1.21562], [-0.90100, -3.33079, 2.99185], [-0.43359, -0.14575, -1.39993], [0.42596, 3.53883, 0.48423], [-1.30777, -5.75012, 3.24369], [-4.23232, -4.85377, 1.81743], [-0.09015, 2.59694, 0.67542], [1.06519, -1.20956, 3.64575], [3.65035, 3.87239, -6.55148], [0.66000, 1.52611, -2.11818], [3.22851, 5.84251, -5.12491], [-0.89061, 2.79103, 1.39021], [-1.27093, -2.84419, -0.96263], [0.32644, 3.56118, -2.37234], [2.64907, -2.19351, 4.52030], [1.25252, 3.59491, -3.54103], [-4.00140, -3.49706, 1.67759], [1.67146, 5.65500, -3.20387], [1.87845, 4.80315, -3.83421], [3.85001, 0.10246, 0.50884], [2.97824, 3.79756, -5.70927], [3.07702, -1.60219, 2.59558], [2.74206, 4.90293, -4.90850], [0.06355, -2.03607, 0.63580], [-2.19652, -1.18002, 0.44009], [2.15725, -2.09824, 3.54056], [-2.53138, -1.47149, 1.90942], [-1.62048, 2.70009, -0.85935], [-3.40745, -0.88419, 2.19627], [-1.67819, -1.17554, 2.52141], [-4.76226, -2.86454, 1.24247], [-0.25711, 4.55067, -1.96613], [-5.17008, -5.27651, 1.48817], [-2.32323, 0.88665, 0.88689], [-3.44279, -6.72734, 2.48685], [-0.49150, 0.94170, 2.80327], [-0.48750, -3.35582, -1.21856], [2.06813, 1.32150, 0.60062], [-3.26330, -5.66799, 2.37856], [1.48412, 2.49085, -4.35620], [-0.70017, 2.13048, -0.67315], [0.43722, 0.75652, 2.28750]]
}



2.
{
  "formula": "C22H16IN5O4Ru",
  "method": "wB97M-V/def2-TZVPD",
  "orbital_gap_ev": [5.9, 5.7],
  "multiplicity": 6,
  "charge": 1,
  "e_lumo_ev": [-3.7, -4.4],
  "symbols": ["N", "H", "Ru", "H", "C", "H", "C", "N", "H", "N", "C", "C", "C", "C", "O", "H", "H", "H", "C", "H", "C", "O", "H", "O", "H", "C", "H", "C", "C", "C", "C", "N", "C", "I", "C", "C", "H", "C", "H", "N", "C", "C", "C", "O", "H", "H", "C", "H", "C"],
  "xyz": [[-1.64230, 2.17436, -0.69570], [2.09050, -4.28111, -2.24153], [0.34280, 0.03051, 0.10942], [0.46743, 6.42712, -0.22782], [-2.24576, -1.03659, 2.46928], [2.39274, 0.18327, 4.76700], [2.73266, 3.93502, -0.45330], [0.13860, -2.00761, -0.98723], [-0.60126, -2.85534, 0.79430], [-0.36515, 1.92188, -0.38036], [-0.93618, -0.26534, 4.42964], [0.84683, -4.06494, -0.39396], [-4.15348, -0.95959, 0.97895], [-0.00954, 4.34666, -0.31679], [-2.76811, -1.89761, 3.15506], [-5.77292, 0.87908, -1.41974], [-3.91751, 2.31637, -1.54182], [-1.86434, -0.33996, 4.97742], [0.04943, -2.96652, -0.05847], [-4.50442, -1.70235, 1.68315], [0.48674, 3.04786, -0.41141], [3.67672, -0.33457, 2.76436], [0.27409, 0.25150, 6.11613], [2.49050, -0.55310, 0.88954], [3.80062, 3.77055, -0.52115], [0.25015, 0.03602, 5.05687], [2.91270, 6.07042, -0.33919], [1.42773, 0.01122, 4.31427], [-2.52764, 1.32255, -0.34411], [-3.84297, 1.44553, -0.90485], [2.23660, 5.22585, -0.35806], [0.16890, -0.45444, 2.33489], [-5.05327, -0.50995, 0.01904], [1.09549, -5.79836, 0.68538], [1.42749, -3.72755, -1.59635], [-0.94273, -0.50780, 3.05341], [1.18487, -1.96661, -2.73787], [-4.91358, 0.61547, -0.81627], [2.25477, 1.84921, -0.61181], [0.99696, -2.49425, -1.90116], [2.54385, -0.38098, 2.09606], [1.33453, -0.24787, 2.96776], [0.86405, 5.42242, -0.29770], [-2.07856, 0.23848, 0.42879], [4.41610, -0.43159, 2.13934], [-6.00401, -1.02631, -0.01500], [-2.86684, -0.56257, 1.23036], [-1.07872, 4.49465, -0.25721], [1.86521, 2.85344, -0.48777]]
}



3.
{
  "formula": "C20H21ClN4O4S",
  "method": "wB97M-V/def2-TZVPD",
  "orbital_gap_ev": 8.8,
  "smiles": "O=C(CNC(=O)c1ccc(S(=O)(=O)N2CCCC2)cc1)N/N=C/c1ccccc1Cl",
  "de_lowest_ev": 0.000,
  "e_lumo_ev": 0.0,
  "symbols": ["N", "H", "O", "H", "C", "C", "C", "H", "H", "C", "N", "C", "C", "H", "H", "O", "C", "O", "C", "H", "H", "O", "H", "C", "C", "C", "S", "C", "C", "N", "C", "C", "H", "H", "H", "C", "Cl", "H", "H", "H", "H", "H", "H", "C", "C", "H", "H", "C", "C", "H", "N"],
  "xyz": [[2.77275, 2.25212, -0.79657], [0.80268, 5.51897, -0.68886], [2.86376, 5.43663, -2.19641], [-0.73595, -1.41430, -1.85731], [-0.73695, -1.08820, 0.24583], [-3.28947, -3.00176, -0.62059], [-3.37188, -2.45693, 1.63377], [2.21250, -3.40564, -0.29185], [2.06449, 5.24054, 0.52996], [-0.43114, 1.15666, 1.00622], [2.98967, 3.28123, -1.63088], [-0.05346, 2.99996, -0.69726], [2.55811, -0.91692, 1.96754], [-3.38496, -0.88663, -1.14702], [3.47940, 3.11915, -2.51525], [-0.51897, 3.52799, -1.68390], [2.51417, 4.55208, -1.45228], [-0.48433, -3.05226, 1.95904], [-3.98066, -1.23836, 0.91747], [-0.67624, -0.54966, 2.29839], [2.21250, -3.02701, 2.14016], [-0.39232, -3.59459, -0.44686], [-4.15787, -3.13285, 1.98343], [2.57664, -1.35351, -0.75930], [-0.49022, 0.66394, -1.35166], [2.77565, -0.05389, -0.28132], [-0.95936, -2.83117, 0.62451], [-3.95888, -1.61489, -0.57528], [-0.35386, 1.58386, -0.31566], [-2.59131, -3.15645, 0.63730], [2.99766, 1.05878, -1.18199], [2.38095, -2.41744, 0.10429], [-0.43864, 1.01774, -2.37026], [2.92333, 1.13761, 1.47607], [-3.37976, -0.34715, 1.09687], [-0.62948, -0.18413, 1.28487], [2.51996, -1.65463, -2.45594], [-2.72728, -2.20505, 2.47327], [3.34801, 0.83154, -2.19177], [-4.96207, -1.65856, -0.99484], [-0.35496, 1.86849, 1.81443], [-4.04224, -3.79276, -0.68791], [-2.57896, -3.12839, -1.43461], [1.52674, 4.79237, -0.30812], [-0.67072, -0.67832, -1.07168], [-4.99048, -1.04287, 1.27268], [2.55203, -0.74636, 3.03311], [2.75565, 0.13918, 1.10258], [2.37551, -2.19887, 1.47061], [1.32230, 3.02817, 0.78666], [0.81799, 3.62253, 0.14635]]
}



4.
{
  "formula": "CH3IOS2",
  "method": "wB97M-V/def2-TZVPD",
  "orbital_gap_ev": [7.1, 7.1],
  "de_lowest_ev": 4.302,
  "e_lumo_ev": [-2.5, -2.6],
  "symbols": ["S", "O", "H", "I", "C", "S", "H", "H"],
  "xyz": [[0.66174, 2.55852, -0.68264], [-1.87897, 0.73414, 0.42805], [0.30442, -0.09598, -1.36841], [1.94415, -1.45910, 0.40772], [0.09087, -0.59071, -0.44573], [-0.47610, 0.68468, 0.69706], [-0.42597, -1.50981, -0.65799], [-0.22013, -0.32175, 1.62193]]
}



5.
{
  "formula": "C2H3BrFNO2",
  "method": "wB97M-V/def2-TZVPD",
  "orbital_gap_ev": [8.2, 7.0],
  "multiplicity": 3,
  "de_lowest_ev": 2.305,
  "e_lumo_ev": [0.6, -3.9],
  "symbols": ["F", "N", "H", "C", "H", "C", "O", "H", "O", "Br"],
  "xyz": [[1.79072, -0.52276, -0.70861], [-0.49792, 1.35942, 0.54015], [0.32929, -0.25428, -1.75667], [0.48828, -0.74327, -0.82736], [-1.31048, -0.57222, 0.72092], [-0.26293, -0.04281, 0.57593], [0.08102, 1.91898, -0.30608], [0.43786, -0.41894, 1.28766], [-1.15251, 1.90539, 1.39637], [0.09666, -2.62952, -0.92231]]
}



6.
{
  "formula": "C6H10CdFINO4",
  "method": "wB97M-V/def2-TZVPD",
  "orbital_gap_ev": [8.6, 5.6],
  "multiplicity": 2,
  "e_lumo_ev": [-0.6, -3.6],
  "symbols": ["H", "H", "H", "Cd", "F", "H", "C", "C", "O", "H", "H", "H", "N", "O", "I", "H", "C", "H", "H", "C", "C", "O", "C", "O"],
  "xyz": [[-2.13445, -0.30025, -0.09553], [-4.46422, -1.81845, -1.32207], [-0.06209, -0.55695, -1.38576], [-1.92941, 2.40523, 4.38195], [2.13328, 0.56126, -0.71156], [-4.43291, -0.95868, 0.16508], [4.40784, 0.05422, 1.23095], [-0.77447, -0.20937, -2.13395], [5.53633, -0.41698, 1.37616], [1.25344, 0.06873, 0.93222], [-0.76336, 0.83785, -1.83180], [2.41894, 1.96547, 2.20194], [-2.59704, -0.93834, -0.72716], [4.19726, 1.34065, 1.18361], [-1.16822, 1.64390, 1.60032], [-0.39160, -0.26779, -3.15283], [-2.01654, -1.08966, -1.90877], [-3.70055, -2.53977, 0.12684], [2.50702, 2.38202, 0.60038], [-3.83394, -1.62689, -0.45365], [2.26468, 0.32374, 0.61525], [3.25913, -0.63384, 0.87816], [2.83884, 1.58814, 1.26953], [-2.54794, -1.81423, -2.83930]]
}



| no. | molar mass (u) | calculated total energy (Ha) |
| --- | --- | --- |
| 1 | 460.486 | -1566.190831 |
| 2 | 642.375 | -1814.927685 |
| 3 | 448.932 | -2153.099786 |
| 4 | 222.072 | -1209.034992 |
| 5 | 171.953 | -2956.834501 |
| 6 | 418.463 | -1155.621606 |